Entry 1:
The following is a DFT calculation (the ωB97M-V functional and the def2-TZVPD basis) of C4H9NO2S in the gas phase.

CARTESIAN COORDINATES (ANGSTROEM)
C  -3.1430  -0.8938  -0.3597
C  0.0472  -0.0085  0.5908
C  0.0194  1.5107  0.6854
C  1.3056  -0.7871  0.8107
H  -2.7221  -1.8112  -0.7110
H  -3.6449  -1.1757  0.5296
H  -3.7412  -0.4507  -1.1586
H  0.9980  1.8925  1.0260
H  -0.7693  1.9329  1.2705
H  -0.8863  1.6844  -1.0370
H  1.0282  -1.8562  0.8419
H  1.8020  -0.4613  1.7449
H  1.8927  -1.2048  -1.3941
N  -0.9258  -0.7709  0.2329
O  -2.0838  0.0151  -0.0373
O  -0.0360  1.9637  -0.6359
S  2.5066  -0.4945  -0.4825

Cartesian forces, eV/Å:
0.80 0.47 -0.60
-0.62 -0.90 0.55
1.29 -0.73 -0.86
-0.21 -0.18 0.74
0.43 -0.52 -0.57
-1.07 0.17 0.83
-0.20 0.03 0.45
-0.45 -0.37 0.29
-0.60 -0.09 0.65
0.64 0.16 0.47
0.37 0.54 0.23
-0.28 -0.35 -0.35
-0.44 -0.39 -0.66
0.02 1.73 0.21
0.29 -0.67 -0.16
-0.94 0.62 -1.41
0.97 0.48 0.19

Summary:
Relative energy (zero: lowest compared OMol25 entry of this formula, charge and spin): 317.6 kJ/mol
LUMO: 0.86 eV
HOMO level: -9.09 eV
Maximum force: 0.035 Eh/bohr
E: -761.1425 Eh
Frontier orbital gap: 0.366 hartree


Entry 2:
The following is a DFT calculation (the ωB97M-V functional and the def2-TZVPD basis) of a molecular structure, C6H14FeN3O10.

CARTESIAN COORDINATES (ANGSTROEM)
Fe  -1.4922  0.7231  -0.0312
C  1.4680  -0.8103  -2.1741
C  0.0941  -0.2759  -2.5574
O  -0.4601  0.4330  -1.5384
H  2.0642  0.0494  -1.8760
H  1.9221  -1.3463  -3.0136
H  1.3909  -1.5613  -1.3833
H  -0.5597  -1.0931  -2.9076
H  0.2552  0.3479  -3.4550
C  -3.5310  1.0777  0.9185
O  -2.6857  2.1761  0.7747
O  -2.7303  0.2596  1.6488
O  -3.5194  0.5700  -0.3633
C  1.8100  -1.1955  2.0200
N  0.8954  -0.0667  2.2719
O  0.8957  0.3977  3.3903
O  0.2061  0.3168  1.3524
H  1.7493  -1.5125  0.9844
H  1.5304  -2.0148  2.6756
H  2.8183  -0.8637  2.2492
C  -2.2546  -3.7023  0.0542
N  -1.5818  -2.6039  0.8058
O  -1.4256  -2.7324  1.9979
O  -1.2270  -1.6356  0.1616
H  -2.6123  -4.4280  0.7690
H  -1.5208  -4.0613  -0.6609
H  -3.0664  -3.2209  -0.4862
C  1.7422  4.4104  -0.5187
N  1.5062  3.0934  0.1272
O  0.3818  2.8231  0.4687
O  2.4866  2.3980  0.3364
H  2.3272  4.2228  -1.4167
H  2.3495  5.0068  0.1519
H  0.7739  4.8187  -0.7761

Cartesian forces, eV/Å:
-1.36 0.09 0.40
-0.31 -0.46 -0.18
0.48 -0.69 -1.07
-1.25 1.29 1.52
0.32 -0.21 0.16
0.09 0.32 -0.07
0.01 0.30 0.26
0.02 0.02 0.26
-0.23 0.16 0.22
12.42 -2.13 -4.58
-2.34 2.55 0.80
-3.84 -0.88 2.09
-3.64 -0.44 0.43
0.45 -0.48 -0.30
-0.06 0.08 0.89
-0.06 -0.08 -0.55
-0.10 0.09 -0.17
-0.18 0.22 -0.04
-0.10 0.13 0.15
-0.04 0.08 0.10
-0.06 0.65 -0.14
-0.30 -0.17 0.75
0.10 0.01 -0.27
0.07 -0.07 -0.55
0.12 -0.17 -0.02
-0.03 -0.24 0.06
-0.04 -0.06 0.00
0.08 -0.29 -0.63
0.71 -0.07 0.45
-0.49 0.09 -0.21
-0.24 0.07 -0.18
-0.02 -0.07 0.03
-0.21 0.10 0.18
0.02 0.24 0.21

Summary:
LUMO (spin up / spin down): -1.08 / -1.19 eV
2S+1: 6
HOMO level (spin up / spin down): -8.58 / -8.23 eV
Maximum force: 0.261 Eh/bohr
E: -2416.9286 Eh
Frontier orbital gap (spin up / spin down): 0.275 / 0.259 hartree


Entry 3:
The following is a DFT calculation (the ωB97M-V functional and the def2-TZVPD basis) of a molecular structure, C16H48CdNO8.

CARTESIAN COORDINATES (ANGSTROEM)
Cd  -1.8205  2.9876  3.0481
C  -0.3884  0.8683  -0.1075
C  -0.1844  0.5722  1.3910
O  -1.0892  1.2270  2.2469
H  0.4032  0.3296  -0.6288
H  -0.5269  1.9306  -0.2880
H  -1.2894  0.3229  -0.4010
H  0.8479  0.8449  1.6405
H  -0.2977  -0.5082  1.5343
C  2.5355  0.9937  6.1612
C  2.1603  0.4097  4.8126
O  0.7472  0.3362  4.8084
H  2.0843  0.4423  6.9873
H  2.2417  2.0367  6.2923
H  3.6111  0.9802  6.3548
H  2.5421  -0.6092  4.6957
H  2.6295  1.0463  4.0539
H  0.3030  0.2653  3.9584
C  1.0931  3.6231  -2.6348
C  0.6788  4.6898  -3.6412
O  0.0926  5.7553  -2.8985
H  0.2853  3.3333  -1.9625
H  1.8649  4.1000  -2.0301
H  1.4587  2.6910  -3.0632
H  -0.0195  4.2947  -4.3914
H  1.4938  5.1364  -4.2229
H  -0.1538  6.4323  -3.5365
C  3.0525  3.1065  0.8227
C  3.8007  1.7638  0.7367
O  5.0484  2.0211  0.0908
H  3.7766  3.8212  1.2017
H  2.1674  3.0042  1.4512
H  2.6971  3.3362  -0.1805
H  3.2221  0.9394  0.3157
H  4.0549  1.5101  1.7734
H  5.5068  1.1749  0.0490
C  1.3195  -3.0991  0.4720
C  2.2647  -2.4898  1.5037
O  2.1446  -3.2483  2.6985
H  0.2798  -2.9344  0.7597
H  1.4425  -4.1718  0.3325
H  1.4802  -2.6273  -0.4993
H  1.9606  -1.4586  1.7123
H  3.2972  -2.5313  1.1496
H  2.8090  -3.0053  3.3477
C  -3.6759  -1.6106  1.5254
C  -2.5824  -2.0924  2.4958
O  -2.3840  -1.0146  3.4373
H  -4.6080  -1.4799  2.0751
H  -3.7722  -2.3656  0.7407
H  -3.3757  -0.6510  1.1058
H  -1.7538  -2.3016  1.8077
H  -2.7692  -2.9878  3.0805
H  -1.8974  -0.3247  2.9572
C  -2.2359  -3.0246  -6.7058
C  -2.6544  -2.6404  -5.2997
C  -1.5116  -2.3925  -4.3090
O  -2.0804  -2.4840  -2.9884
C  -1.1062  -2.2151  -2.0207
N  -3.4586  -1.3972  -5.4462
H  -3.1025  -3.3077  -7.2992
H  -1.5852  -3.9049  -6.7561
H  -1.6477  -2.2443  -7.1948
H  -3.2971  -3.4535  -4.9616
H  -1.0109  -1.4305  -4.4186
H  -0.8715  -3.2797  -4.4031
H  -0.6404  -1.2216  -1.9950
H  -0.2484  -2.8992  -2.0652
H  -1.6592  -2.3710  -1.0890
H  -3.7046  -1.0993  -4.5016
H  -2.8174  -0.6570  -5.7266
O  -3.4319  1.9637  3.8845
H  -4.3236  1.8893  3.5096
H  -3.4221  1.3539  4.6446

Cartesian forces, eV/Å:
1.58 -1.07 -1.08
-0.81 -1.34 1.20
0.82 1.12 -1.03
-0.74 0.43 0.61
0.29 0.72 -0.31
0.47 0.02 -0.30
-0.21 0.39 -0.15
0.00 -0.12 0.22
-0.05 0.00 0.26
0.43 -0.06 0.68
0.27 -0.04 0.50
-0.82 0.66 0.11
-0.13 -0.13 -0.16
-0.21 -0.02 -0.34
0.03 -0.15 -0.29
0.25 0.09 0.04
-0.48 -0.06 -0.36
0.54 -0.17 -0.24
0.35 0.53 -0.02
-0.34 -0.12 -0.35
-0.32 -0.02 0.02
-0.26 0.30 -0.16
0.14 -0.36 0.13
0.21 0.21 -0.28
-0.14 -0.04 0.22
0.38 -0.58 0.22
-0.04 0.09 0.16
0.11 -1.38 -0.84
0.52 1.02 1.40
-0.56 -0.49 -0.37
-0.30 0.32 -0.02
0.09 0.12 0.27
0.16 0.49 0.05
0.00 0.10 -0.37
-0.25 -0.40 0.06
0.19 0.16 -0.12
0.02 0.35 -0.02
-0.22 -0.64 0.14
-0.31 -0.26 0.09
-0.01 0.01 0.05
0.26 0.00 0.21
-0.01 0.07 0.01
0.22 0.17 -0.20
0.01 0.21 -0.12
0.10 0.14 -0.12
0.04 -1.11 0.75
-0.61 1.32 -0.67
0.73 -0.42 -0.26
-0.16 -0.04 -0.24
-0.36 0.28 -0.13
0.08 -0.03 -0.15
0.64 0.13 0.73
-0.37 -0.01 -0.15
-0.20 0.07 0.21
0.97 -0.62 -0.22
-0.09 1.44 -0.73
-1.11 -2.14 0.27
0.60 0.95 -0.79
-0.18 -0.59 0.97
-0.05 -0.12 0.82
-0.10 0.44 -0.04
-0.02 -0.02 0.40
-0.32 0.20 -0.08
0.02 0.20 0.53
0.17 -0.06 -0.34
0.71 0.48 -0.03
-0.50 0.24 -0.51
-0.25 -0.28 -0.08
0.49 0.08 0.22
-0.33 -0.15 -0.10
-0.03 -0.13 -0.38
-1.49 -0.34 0.86
0.18 0.02 -0.05
0.32 -0.04 -0.25

Summary:
LUMO: -7.03 eV
HOMO level: -10.97 eV
Charge: +1
Maximum force: 0.047 Eh/bohr
E: -1462.3726 Eh
Frontier orbital gap: 0.145 hartree


Entry 4:
The following is a DFT calculation (the ωB97M-V functional and the def2-TZVPD basis) of 3 unconnected molecules or ions with the total composition C4H4Cl2N2O2.

CARTESIAN COORDINATES (ANGSTROEM)
C  -0.2009  1.0635  0.0180
C  0.9688  0.9016  0.2460
C  -2.0725  -1.0743  1.4990
C  2.3615  0.8762  0.7108
N  -1.4252  -0.5160  2.2573
N  -1.5106  1.0206  -0.4830
O  -2.2968  1.9020  -0.1505
O  -1.7234  0.1469  -1.2854
Cl  0.2162  -2.6097  -2.1170
Cl  -2.7868  -1.8300  0.2757
H  2.5717  -0.1139  0.4861
H  2.7848  1.7045  0.1738
H  2.3548  1.2467  1.7077
H  0.7585  -2.7182  -3.3386

Cartesian forces, eV/Å:
0.48 -0.28 -0.13
-1.13 0.93 0.55
0.20 -0.18 -0.28
-2.73 1.91 -0.83
0.30 0.45 0.94
0.26 1.58 0.07
0.44 -0.71 0.02
-0.34 -0.36 -0.60
0.70 -0.13 -1.53
-0.85 -0.89 -0.26
1.99 -1.62 0.06
1.14 -0.26 -0.75
0.22 -0.58 1.19
-0.68 0.12 1.54

Summary:
Relative energy (zero: lowest compared OMol25 entry of this formula, charge and spin): 44.1 kJ/mol
LUMO: -0.42 eV
HOMO level: -10.50 eV
Maximum force: 0.067 Eh/bohr
E: -1334.9558 Eh
Frontier orbital gap: 0.370 hartree